Record 1
Below is 3 unconnected molecules or ions with the total composition C4H15NO2, with properties calculated with wB97M-V/def2-TZVPD.

```
22
Properties=species:S:1:pos:R:3:mulliken_charge:R:1
O 1.47 -5.88 1.45 -0.63
O -0.95 -3.96 0.09 -0.65
N -0.08 2.07 -2.33 -0.58
C 1.20 2.65 0.06 -1.44
C -0.94 2.51 1.34 -1.41
C -0.30 2.69 -0.01 0.82
C -0.81 1.66 -1.02 -0.54
H 1.78 2.93 -0.80 0.41
H -0.58 3.35 1.98 0.34
H 1.62 3.22 0.86 0.39
H -0.64 3.73 -0.51 0.08
H -0.44 0.61 -0.70 0.21
H -0.79 2.55 -2.86 0.25
H 1.53 1.55 0.19 0.26
H -0.56 1.64 1.88 0.34
H 0.79 2.56 -2.23 0.23
H 2.25 -5.42 1.78 0.31
H -0.89 -4.19 1.07 0.33
H -1.95 1.71 -1.00 0.32
H -0.29 -3.28 -0.08 0.31
H 1.80 -6.20 0.57 0.32
H -2.10 2.44 1.52 0.31
```

Calculated values
HOMO energy: -8.94 eV
E_tot: -9975.07706 eV
LUMO: 0.7 eV
ΔE to the lowest compared entry with this formula, charge and spin: 46.3 kcal per mole
SMILES: CC(C)CN.O.O
largest force on an atom: 3.32 eV Å⁻¹
frontier orbital gap: 9.615 eV

---

Record 2
Below is a molecular structure, C2H6N2S, with properties calculated with wB97M-V/def2-TZVPD.

```
11
Properties=species:S:1:pos:R:3:mulliken_charge:R:1
S -2.16 -0.78 -0.09 -0.47
N 1.54 -0.70 -0.19 -0.67
N 0.19 -0.87 0.08 -0.18
C -0.44 1.40 -0.05 -0.70
C -0.76 0.05 -0.23 0.41
H 1.99 -1.69 -0.80 0.31
H 0.64 1.52 -0.47 0.31
H -1.51 1.87 -0.87 0.24
H -0.51 -1.85 0.42 0.23
H 1.74 -0.53 0.82 0.27
H -0.71 1.57 1.36 0.25
```

Calculated values
HOMO energy: -8.12 eV
E_tot: -15980.05035 eV
LUMO: -0.2 eV
ΔE to the lowest compared entry with this formula, charge and spin: 155.6 kcal per mole
largest force on an atom: 5.94 eV Å⁻¹
frontier orbital gap: 7.952 eV

---

Record 3
Below is 2 unconnected molecules or ions with the total composition CH5OS, with properties calculated with wB97M-V/def2-TZVPD.

```
8
Properties=species:S:1:pos:R:3:mulliken_charge:R:1
S 0.06 0.79 0.66 -0.75
O 0.61 -2.53 -0.15 -0.67
C -0.65 1.18 -0.95 -0.78
H -0.79 0.29 -1.60 0.16
H -0.20 -2.01 -0.32 0.29
H 1.08 -1.85 0.37 0.32
H -0.08 1.83 -1.60 0.22
H -1.63 1.68 -0.89 0.20
```

Calculated values
HOMO energy: -2.42 eV
E_tot: -14001.66012 eV
LUMO: 4.5 eV
ΔE to the lowest compared entry with this formula, charge and spin: 3.4 kcal per mole
total charge: -1
largest force on an atom: 1.31 eV Å⁻¹
frontier orbital gap: 6.881 eV

---

Record 4
Below is 13 unconnected molecules or ions with the total composition H26O13, with properties calculated with wB97M-V/def2-TZVPD.

```
39
Properties=species:S:1:pos:R:3:mulliken_charge:R:1
O 0.43 3.72 -2.29 -0.64
O -0.71 -2.74 0.01 -0.52
O -3.80 1.42 -0.54 -0.62
O 0.01 1.26 -3.97 -0.61
O 2.80 1.05 3.99 -0.60
O 2.78 -3.67 0.49 -0.60
O 0.16 3.33 2.67 -0.56
O 2.35 0.41 2.06 -0.66
O 0.50 0.08 0.05 -0.42
O -0.19 -1.54 -4.27 -0.58
O 2.00 -2.02 -1.72 -0.52
O -4.41 -1.49 1.12 -0.57
O -2.27 1.81 1.90 -0.58
H 2.47 -4.55 0.72 0.29
H -0.44 -2.36 -4.53 0.27
H 3.56 0.46 4.18 0.30
H -0.16 -3.52 -0.23 0.28
H 0.35 3.92 -3.21 0.31
H 1.37 0.58 0.16 0.30
H 2.64 -0.14 1.26 0.31
H -3.14 1.38 1.87 0.26
H 2.07 -2.33 -2.58 0.25
H -0.55 0.67 -4.51 0.29
H 0.51 3.99 3.22 0.27
H 0.60 -1.55 -3.73 0.33
H 1.65 -0.07 2.55 0.32
H 2.71 -3.73 -0.52 0.31
H -3.91 -1.24 1.89 0.30
H -1.49 -3.19 0.35 0.26
H 2.29 1.05 4.87 0.29
H 2.41 -1.15 -1.60 0.27
H -4.08 1.93 0.28 0.32
H -2.91 1.66 -0.79 0.30
H -0.79 1.76 -3.53 0.32
H 1.23 3.15 -2.09 0.32
H -1.76 1.27 1.37 0.31
H -0.06 0.18 0.80 0.16
H -4.21 -2.40 1.10 0.28
H -0.01 2.58 3.24 0.27
```

Calculated values
HOMO energy: -10.00 eV
E_tot: -27036.22516 eV
LUMO: 0.0 eV
ΔE to the lowest compared entry with this formula, charge and spin: 132.0 kcal per mole
largest force on an atom: 4.55 eV Å⁻¹
frontier orbital gap: 10.021 eV

---

Record 5
Below is a molecular structure, C30H48GaP2Se, with properties calculated with wB97M-V/def2-TZVPD.

```
82
Properties=species:S:1:pos:R:3:mulliken_charge:R:1
Se 0.39 -2.64 -1.97 -0.16
Ga 0.20 -0.64 -0.42 -0.36
P 1.29 1.24 -0.97 1.26
P -1.98 0.12 -0.20 1.04
C -2.31 1.04 1.33 -1.02
C 0.86 0.16 4.36 -1.67
C -2.10 -5.61 -3.55 -0.56
C 1.80 -1.82 2.97 0.60
C -0.44 -1.91 3.52 0.58
C -1.01 -6.61 -1.63 -0.69
C 2.72 0.86 -2.06 -1.41
C 1.72 2.01 0.64 -0.64
C -1.03 -4.18 2.43 -1.51
C -1.23 4.37 -1.31 -0.33
C -1.76 -1.60 4.10 -1.65
C 1.26 -3.03 2.46 0.66
C -0.42 -5.38 -1.32 -0.06
C 2.01 -4.08 1.73 -1.22
C -0.12 -3.08 2.78 0.58
C -3.35 -1.03 -0.47 -1.08
C -0.65 -4.25 -2.13 0.17
C 0.53 5.99 -0.56 -0.87
C -1.52 -4.38 -3.24 -0.32
C 2.00 5.50 -0.77 -1.18
C 0.48 4.77 -3.22 -1.44
C 0.75 -1.13 3.64 0.23
C -0.28 1.81 -1.79 0.47
C 1.46 3.85 -2.55 -0.49
C 3.20 -1.38 2.85 -1.63
C -0.46 4.90 -0.34 -0.41
C -1.84 -6.74 -2.75 -0.43
C -1.73 1.24 -1.62 -1.37
C 2.15 4.17 -1.44 -0.41
C -1.00 4.63 -2.79 -0.73
H 0.24 6.63 -1.40 0.29
H 2.53 6.29 -1.35 0.40
H -1.99 0.70 -2.54 0.28
H -2.16 3.85 -1.05 0.95
H 1.71 2.95 -3.13 0.78
H -0.73 -5.12 2.93 0.33
H 0.54 4.55 -4.30 0.41
H -2.76 -5.70 -4.42 0.36
H -0.07 1.94 -2.86 0.77
H -2.56 -1.84 3.39 0.35
H -3.08 1.81 1.16 0.51
H 1.87 3.10 0.57 0.10
H 1.92 -5.05 2.24 0.34
H -3.67 -1.42 0.50 0.39
H -4.19 -0.52 -0.95 0.45
H -1.69 -3.51 -3.88 0.37
H -2.28 -7.71 -3.00 0.38
H -0.26 2.82 -1.37 -1.35
H 3.58 -1.55 1.83 0.30
H 3.08 -3.83 1.68 0.42
H 1.64 -4.20 0.70 0.01
H -0.64 4.64 0.71 0.42
H 3.01 3.57 -1.10 0.99
H 3.52 0.45 -1.43 0.39
H -0.06 0.74 4.29 0.36
H -1.84 -0.54 4.36 0.39
H 0.26 -5.30 -0.47 0.27
H -1.04 -4.38 1.35 0.15
H 0.53 6.65 0.32 0.43
H 2.40 0.10 -2.79 0.51
H 3.12 1.74 -2.59 0.48
H -1.38 1.52 1.70 0.10
H 0.78 5.81 -3.13 0.39
H -1.95 -2.18 5.02 0.31
H -0.81 -7.48 -1.00 0.38
H -3.01 -1.87 -1.10 0.27
H -2.06 -3.96 2.74 0.42
H 3.31 -0.32 3.09 0.36
H -1.45 3.81 -3.36 0.32
H 0.93 1.81 1.37 0.04
H 1.68 0.76 3.95 0.34
H -2.45 2.06 -1.52 0.66
H -2.67 0.33 2.10 0.35
H 2.66 1.56 0.98 0.41
H 2.50 5.50 0.21 0.37
H 3.86 -1.95 3.54 0.31
H 1.07 0.01 5.43 0.32
H -1.54 5.54 -3.10 0.49
```

Calculated values
HOMO energy (alpha / beta): -7.80 / -7.81 eV
E_tot: -168177.80113 eV
LUMO (alpha / beta): -3.8 / -3.8 eV
ΔE to the lowest compared entry with this formula, charge and spin: 22.8 kcal per mole
total charge: +1
largest force on an atom: 4.37 eV Å⁻¹
frontier orbital gap (alpha / beta): 3.998 / 4.011 eV

---

Record 6
Below is 2 unconnected molecules or ions with the total composition C5H12O2, with properties calculated with wB97M-V/def2-TZVPD.

```
19
Properties=species:S:1:pos:R:3:mulliken_charge:R:1
O -2.46 -4.59 4.25 -0.64
O 3.03 2.39 -1.00 -0.51
C 0.68 0.75 -0.35 -0.18
C -0.56 0.01 0.06 -0.47
C -0.84 -1.22 -0.82 -1.10
C 0.62 2.02 -0.71 -0.07
C 1.73 2.86 -1.28 -0.57
H 3.09 1.50 -1.37 0.30
H -0.34 2.51 -0.76 0.25
H 1.68 3.84 -0.82 0.33
H -2.43 -5.20 3.48 0.32
H -1.39 0.71 0.06 0.27
H -1.90 -1.47 -0.84 0.32
H -0.47 -0.31 1.10 0.33
H 1.58 0.16 -0.35 0.23
H 1.62 3.01 -2.36 0.25
H -2.91 -3.81 3.90 0.32
H -0.32 -2.07 -0.39 0.29
H -0.40 -1.11 -1.82 0.34
```

Calculated values
HOMO energy: -9.50 eV
E_tot: -9473.51990 eV
LUMO: 0.6 eV
ΔE to the lowest compared entry with this formula, charge and spin: 37.3 kcal per mole
SMILES: CC/C=C/CO.O
largest force on an atom: 1.03 eV Å⁻¹
frontier orbital gap: 10.139 eV

---

Record 7
Below is a molecular structure, C27H30CoN2O3P2S3, with properties calculated with wB97M-V/def2-TZVPD.

```
68
Properties=species:S:1:pos:R:3:lowdin_spin:R:1
Co -0.13 -0.87 -1.10 0.94
S 2.04 0.43 -1.34 0.04
S 0.16 -0.41 1.24 0.00
S -2.05 1.91 -1.33 0.00
P 1.95 -3.40 -0.47 0.00
P 1.72 0.71 0.60 0.01
O -2.45 2.59 -2.54 0.00
O 0.70 -2.65 -0.84 0.01
O -1.13 2.53 -0.43 0.00
N -1.47 0.45 -1.69 -0.01
N -0.90 -1.31 -2.85 0.00
C 3.40 -2.89 -1.39 0.00
C -5.91 1.44 -0.26 0.00
C 3.20 0.25 1.57 0.00
C 0.56 4.16 2.45 0.00
C -7.06 0.64 1.83 0.00
C 1.29 5.13 1.76 0.00
C 4.44 0.10 0.96 0.00
C 2.12 4.76 0.71 0.00
C -2.59 -0.92 -4.94 0.00
C -4.77 1.74 -0.99 0.00
C -4.55 0.77 1.59 0.00
C -1.76 -2.05 -4.91 0.00
C -1.71 -0.22 -2.86 0.00
C -2.58 0.01 -3.92 0.00
C 4.17 -0.34 3.69 0.00
C 2.23 3.42 0.35 0.00
C 5.55 -0.27 1.72 0.00
C 1.73 -5.14 -0.81 0.00
C 3.07 0.03 2.94 0.00
C -3.53 1.56 -0.42 0.00
C 0.67 2.83 2.09 0.00
C 2.38 -3.29 1.27 0.00
C -0.92 -2.20 -3.83 0.00
C 5.41 -0.49 3.08 0.00
C -5.82 0.95 1.04 0.00
C 1.51 2.46 1.04 0.00
C -3.41 1.08 0.88 0.00
H 2.86 3.13 -0.48 0.00
H 2.53 -2.24 1.53 0.00
H 6.27 -0.79 3.66 0.00
H -4.46 0.39 2.61 0.00
H 2.60 -5.72 -0.50 0.00
H -6.83 0.01 2.69 0.00
H 4.07 -0.51 4.75 0.00
H -7.80 0.13 1.22 0.00
H 3.18 -2.93 -2.46 0.00
H -3.20 0.89 -3.94 0.00
H -7.52 1.56 2.20 0.00
H 4.53 0.28 -0.11 0.00
H -4.84 2.14 -2.00 0.00
H -6.89 1.58 -0.71 0.00
H -2.42 0.94 1.31 0.00
H -0.24 -3.04 -3.73 0.00
H 3.29 -3.85 1.48 0.00
H 2.67 5.51 0.17 0.00
H 1.20 6.17 2.03 0.00
H -0.10 4.45 3.25 0.00
H 1.56 -3.68 1.87 0.00
H 1.57 -5.28 -1.88 0.00
H 4.24 -3.55 -1.18 0.00
H 6.51 -0.38 1.24 0.00
H 2.10 0.14 3.41 0.00
H 0.85 -5.50 -0.28 0.00
H 0.07 2.08 2.59 0.00
H -1.77 -2.77 -5.71 0.00
H -3.26 -0.78 -5.78 0.00
H 3.65 -1.86 -1.13 0.00
```

Calculated values
HOMO energy (alpha / beta): -7.84 / -7.98 eV
spin multiplicity: 2
E_tot: -126323.45028 eV
LUMO (alpha / beta): 0.4 / 0.4 eV
ΔE to the lowest compared entry with this formula, charge and spin: 0.0 kcal per mole
expectation value of S²: 0.836
largest force on an atom: 0.75 eV Å⁻¹
frontier orbital gap (alpha / beta): 8.236 / 8.365 eV

---

Record 8
Below is 2 unconnected molecules or ions with the total composition C23H14ClF4NO2S, with properties calculated with wB97M-V/def2-TZVPD.

```
46
Properties=species:S:1:pos:R:3:mulliken_charge:R:1
Cl -0.95 1.01 1.29 -0.18
S 0.00 -1.63 2.09 1.24
F -3.22 4.16 -3.06 -0.30
F -5.44 -0.04 -2.99 -0.31
F 4.48 4.18 -3.09 -0.30
F 6.66 -0.04 -3.18 -0.30
O 0.12 -2.94 1.50 -0.69
O 1.15 -0.81 2.41 -0.68
N -1.98 -3.29 8.83 -0.50
C -1.91 0.80 -2.37 1.05
C 1.82 0.18 -2.39 -0.56
C 5.50 0.70 -3.03 0.37
C -3.19 2.80 -2.88 0.36
C 5.62 2.09 -3.08 -0.61
C -4.29 0.70 -2.84 0.40
C -1.06 -0.66 1.12 -0.44
C -3.12 0.05 -2.49 -0.77
C -1.99 2.21 -2.51 -0.81
C 0.59 0.83 -2.42 -0.10
C -0.73 -1.45 6.12 -0.70
C 3.08 0.78 -2.73 0.98
C 4.29 0.04 -2.86 -0.78
C -0.63 -2.00 3.76 0.13
C -4.37 2.08 -3.05 -0.65
C -0.36 -1.13 4.81 -0.29
C -0.62 0.20 -2.06 -0.69
C -1.41 -2.65 6.37 0.53
C -1.75 -3.49 5.30 -0.68
C 3.18 2.20 -2.83 -0.87
C -1.74 -3.01 7.72 0.00
C -1.36 -3.16 4.00 -0.35
C 4.43 2.80 -3.00 0.43
H -2.31 -4.41 5.50 0.41
H 0.19 -0.21 4.63 0.43
H 6.58 2.59 -3.25 0.45
H 1.81 -0.88 -2.14 0.37
H -5.29 2.57 -3.36 0.46
H -3.11 -1.03 -2.33 0.49
H 2.30 2.83 -2.71 0.47
H 0.53 1.84 -2.83 0.25
H -1.09 2.82 -2.36 0.58
H 4.26 -1.04 -2.78 0.45
H -0.48 -0.79 6.95 0.40
H -2.03 -1.10 0.91 0.43
H -1.60 -3.82 3.18 0.42
H -0.58 -0.86 -1.86 0.45
```

Calculated values
HOMO energy: -7.09 eV
E_tot: -63885.26373 eV
LUMO: -3.5 eV
ΔE to the lowest compared entry with this formula, charge and spin: 0.0 kcal per mole
largest force on an atom: 2.56 eV Å⁻¹
frontier orbital gap: 3.549 eV

---

Record 9
Below is 2 unconnected molecules or ions with the total composition C2N2O5S, with properties calculated with wB97M-V/def2-TZVPD.

```
10
Properties=species:S:1:pos:R:3:mulliken_charge:R:1
S -0.94 -0.70 0.02 1.00
O 2.74 -0.66 0.70 -0.39
O -0.68 -1.28 -1.26 -0.48
O 0.25 1.86 0.55 -0.29
O 2.55 0.18 -1.31 -0.39
O -0.89 -1.52 1.16 -0.48
N -3.28 1.07 -0.08 -0.28
N 2.32 0.03 -0.17 0.67
C 0.33 0.70 0.34 0.39
C -2.41 0.32 0.04 0.26
```

Calculated values
HOMO energy (alpha / beta): -9.90 / -10.34 eV
E_tot: -26118.98876 eV
LUMO (alpha / beta): -2.3 / -2.4 eV
ΔE to the lowest compared entry with this formula, charge and spin: 53.6 kcal per mole
largest force on an atom: 3.47 eV Å⁻¹
frontier orbital gap (alpha / beta): 7.642 / 7.898 eV

---

Record 10
Below is a single C19H27N3O3S molecule, with properties calculated with wB97M-V/def2-TZVPD.

```
53
Properties=species:S:1:pos:R:3:mulliken_charge:R:1
S 1.95 -2.54 0.55 -0.37
O -1.06 0.51 -6.18 -0.44
O 0.11 1.65 -1.28 -0.69
O -0.41 -1.96 -6.46 -0.45
N 0.99 -0.28 -0.50 0.30
N 1.09 -2.17 -1.86 -0.09
N 0.36 0.61 3.05 0.39
C 0.90 -0.41 3.92 -0.96
C -0.34 0.54 -3.86 -0.54
C 1.21 0.34 0.79 -1.83
C -0.18 -1.45 -5.23 1.20
C -0.63 1.46 3.69 -0.24
C 0.56 -1.51 -2.94 -0.59
C 0.21 -0.17 -2.78 -0.58
C 1.10 3.29 3.91 -1.32
C 1.31 -1.60 -0.65 0.25
C -0.18 -1.28 4.58 -0.60
C 0.36 -2.14 -4.17 -0.61
C 0.06 2.45 4.65 -0.62
C -0.09 -3.31 -6.70 -0.92
C 0.41 0.50 -1.50 1.01
C -0.54 -0.08 -5.07 0.86
C -1.74 0.66 4.39 -0.99
C -1.44 1.86 -6.09 -0.89
C 0.01 0.12 1.73 -0.39
C -1.16 -0.39 5.34 -0.66
H 0.98 -3.50 -6.57 0.36
H -0.64 0.10 6.17 0.29
H -0.24 -0.95 1.73 0.25
H -0.37 -3.50 -7.73 0.24
H -2.23 2.01 -5.34 0.36
H 1.35 1.41 0.63 0.19
H 2.11 -0.09 1.24 0.45
H 0.29 -2.00 5.26 0.41
H 1.57 -1.04 3.33 0.42
H -2.33 0.15 3.63 0.34
H 0.55 1.92 5.46 0.32
H -1.83 2.12 -7.07 0.23
H -2.40 1.34 4.93 0.40
H -0.84 0.67 1.33 0.46
H 1.49 0.08 4.70 0.47
H -0.59 2.50 -5.86 0.36
H 0.64 -3.18 -4.26 0.41
H 1.34 -3.15 -1.95 0.29
H -1.09 2.07 2.90 0.61
H 0.62 3.88 3.13 0.28
H -0.66 -3.99 -6.05 0.35
H 1.60 3.97 4.60 0.44
H -0.60 1.57 -3.69 0.59
H -0.72 -1.85 3.82 0.24
H -0.70 3.10 5.08 0.38
H -1.97 -0.99 5.77 0.39
H 1.84 2.65 3.45 0.26
```

Calculated values
HOMO energy: -7.87 eV
E_tot: -41590.03507 eV
LUMO: 0.5 eV
ΔE to the lowest compared entry with this formula, charge and spin: 28.1 kcal per mole
SMILES: CC[C@@H]1CCCCN1CCn1c(=S)[nH]c2cc(OC)c(OC)cc2c1=O
largest force on an atom: 0.94 eV Å⁻¹
frontier orbital gap: 8.346 eV

---

Record 11
Below is a gas-phase ion, C11H18N3O (charge +1), with properties calculated with wB97M-V/def2-TZVPD.

```
33
Properties=species:S:1:pos:R:3:mulliken_charge:R:1
O 0.24 -1.47 -3.06 -0.64
N 0.52 0.36 -1.81 -1.18
N 0.17 -0.87 -2.03 1.15
N 0.18 0.75 -0.54 0.92
C -1.47 2.31 0.60 -1.21
C 2.28 -0.40 0.26 -1.58
C -1.06 -1.09 1.47 -0.49
C -0.39 -1.62 -0.91 -0.35
C -0.62 2.01 -0.63 0.28
C -0.17 -2.86 -0.66 -0.64
C 1.34 0.80 0.32 -0.54
C 0.38 3.22 -1.00 -1.52
C -0.80 -2.33 1.74 -0.78
C -1.05 -0.73 0.06 0.62
C -0.50 -3.39 0.76 -0.77
H 0.27 -3.58 -1.35 0.48
H 2.58 -0.38 -0.73 0.48
H 1.65 -1.20 0.58 0.22
H 1.91 1.67 0.14 0.54
H -1.32 1.83 -1.44 0.34
H 0.97 3.34 -0.12 0.38
H -2.08 1.39 0.94 0.27
H -2.10 3.15 0.36 0.45
H 0.97 0.92 1.30 0.46
H -1.94 -0.17 -0.35 0.60
H -0.15 4.05 -1.23 0.51
H 1.00 2.96 -1.84 0.39
H -1.31 -4.14 0.76 0.47
H 0.43 -3.89 1.00 0.41
H -0.77 -2.64 2.76 0.44
H -1.30 -0.36 2.22 0.44
H 3.07 -0.16 0.94 0.51
H -0.91 2.54 1.49 0.32
```

Calculated values
HOMO energy: -13.47 eV
E_tot: -18204.42553 eV
LUMO: -4.3 eV
ΔE to the lowest compared entry with this formula, charge and spin: 107.1 kcal per mole
total charge: +1
largest force on an atom: 4.37 eV Å⁻¹
frontier orbital gap: 9.163 eV